C45H57F6N5O4 | ωB97M-V/def2-TZVPD

```
! RIJCOSX wB97M-V def2-TZVPD def2/J DEFGRID3
* xyz 0 1
C -3.8011 -0.3629 3.2809
C -4.0183 0.2818 1.9301
C -4.5481 -0.7604 0.9684
C -4.9503 1.4789 2.0269
O -2.7303 0.8352 1.4222
C -1.7152 -0.0487 1.3241
N -0.5158 0.6106 0.7195
N 0.5459 -0.0391 1.3583
C 1.6471 0.7477 1.5441
O 2.1804 1.5584 0.7693
O 2.1666 0.4349 2.7906
C 3.5434 0.7982 3.1436
C 3.7715 2.2916 3.1379
C 4.5277 0.0832 2.2418
C 3.7407 0.3097 4.5786
O -1.7400 -1.2190 1.6277
H -3.3794 0.3503 4.0001
H -4.7547 -0.7436 3.6649
H -3.1123 -1.2038 3.1685
H -4.6781 -0.3486 -0.0410
H -3.8401 -1.5956 0.9419
H -5.5214 -1.1304 1.3171
H -5.0079 2.0223 1.0774
H -5.9704 1.1631 2.2861
H -4.6020 2.1797 2.7968
H 3.1440 2.7712 3.9004
H 4.8216 2.4974 3.3859
H 3.5513 2.7130 2.1541
H 4.3635 -0.9998 2.2910
H 4.4195 0.4163 1.2045
H 5.5511 0.2956 2.5745
H 3.5740 -0.7756 4.6610
H 4.7752 0.5345 4.8889
H 3.0516 0.8219 5.2691
C -3.0374 2.8452 -4.3717
C -3.0670 2.0425 -3.0654
C -4.3400 1.1973 -3.0088
C -2.8829 2.9288 -1.8378
C -3.9700 3.5879 -1.2586
C -3.7796 4.5320 -0.2510
C -2.4882 4.8750 0.1399
C -1.3840 4.2303 -0.4180
C 0.0280 4.6076 0.0109
C 0.2871 4.0244 1.3902
C 0.3381 6.1012 -0.0885
C -1.5977 3.2167 -1.3483
N -0.4342 2.5566 -1.9021
N 0.3677 3.2131 -2.7805
N 1.3020 2.3070 -3.1398
C 2.4251 2.6839 -3.9466
C 3.7397 2.4193 -3.4938
C 4.0336 2.0598 -2.0356
C 3.8521 3.2690 -1.1185
C 5.3917 1.3828 -1.8506
C 4.7968 2.6234 -4.3760
C 4.5778 3.2575 -5.5967
C 3.2930 3.6280 -5.9783
C 2.1961 3.3075 -5.1825
C 0.8133 3.6449 -5.7440
C 0.5976 2.9386 -7.0867
C 0.6762 5.1580 -5.9128
C 1.1025 1.1053 -2.4511
C 1.8219 -0.1098 -2.7913
C 2.0922 -0.3111 -4.1528
C 3.0008 -1.2684 -4.5530
C 3.3392 -1.2889 -6.0197
F 4.5991 -1.7532 -6.2524
F 2.4617 -2.0580 -6.7407
F 3.2735 -0.0177 -6.5619
C 3.5285 -2.1752 -3.6424
C 3.1856 -2.0536 -2.3060
C 3.8030 -3.0355 -1.3364
F 3.5496 -2.7321 -0.0274
F 3.3467 -4.3138 -1.5453
F 5.1719 -3.0707 -1.4742
C 2.3133 -1.0624 -1.8627
C 0.0749 1.2999 -1.6140
C -0.5373 0.3175 -0.7069
H -2.1043 3.4126 -4.4776
H -3.1214 2.1713 -5.2340
H -3.8772 3.5529 -4.4177
H -2.2079 1.3577 -3.0766
H -4.3884 0.6258 -2.0734
H -5.2393 1.8212 -3.0985
H -4.3437 0.4842 -3.8423
H -4.9834 3.3802 -1.6112
H -4.6418 4.9977 0.2368
H -2.3260 5.6474 0.8921
H 0.7031 4.1140 -0.6950
H 0.0224 2.9558 1.3798
H 1.3451 4.1115 1.6661
H -0.3177 4.5289 2.1578
H 0.2260 6.4371 -1.1262
H -0.3160 6.7074 0.5490
H 1.3760 6.2903 0.2093
H 3.2846 1.3281 -1.7118
H 2.9898 3.8721 -1.4313
H 3.6487 2.9166 -0.1014
H 4.7485 3.9069 -1.1090
H 5.5309 0.5836 -2.5910
H 6.2100 2.1103 -1.9352
H 5.4604 0.9227 -0.8565
H 5.8056 2.3158 -4.0829
H 5.4174 3.4720 -6.2528
H 3.1060 4.1444 -6.9254
H 0.0563 3.3131 -5.0250
H 0.8388 1.8697 -7.0245
H -0.4420 3.0423 -7.4151
H 1.2338 3.3876 -7.8609
H 0.8248 5.6693 -4.9554
H 1.4227 5.5306 -6.6242
H -0.3133 5.4196 -6.3002
H 1.6130 0.3132 -4.8955
H 4.2020 -2.9591 -3.9765
H 2.0465 -0.9885 -0.8182
H -0.0265 -0.6563 -0.8701
H -1.5883 0.2095 -1.0325
*
```

Computed properties:
- HOMO: -6.81 eV
- Frontier orbital gap: 5.762 eV
- LUMO level: -0.03841 Ha



C62H49O2P3SiTl | ωB97M-V/def2-TZVPD

```
! RIJCOSX wB97M-V def2-TZVPD def2/J DEFGRID3
* xyz 1 1
Tl -1.3874 -1.5203 0.7060
C -0.4295 -4.5641 -1.4616
C -1.1746 -3.3817 -2.0195
C -0.7035 -2.1165 -2.0292
C 0.5704 -1.6069 -1.5671
C 1.7415 -2.4103 -1.2798
C 1.9708 -3.7190 -1.4846
P 0.7884 0.1193 -1.8362
C 0.5722 0.3285 -3.6497
C 0.8087 -0.7805 -4.4614
C 0.8015 -0.6480 -5.8435
C 0.5543 0.5862 -6.4270
C 0.3129 1.6928 -5.6242
C 0.3252 1.5649 -4.2434
C 2.4683 0.7198 -1.5153
C 3.7126 0.2555 -1.9347
C 4.8418 0.9266 -1.4943
C 4.7355 2.0445 -0.6624
C 3.4939 2.5300 -0.2858
C 2.3472 1.8710 -0.7329
Si 0.5217 2.1589 -0.4550
C -0.3698 3.4009 -1.5362
C 0.1768 4.4787 -2.2348
C -0.6661 5.3881 -2.8598
C -2.0506 5.2315 -2.7907
C -2.6014 4.1576 -2.1053
C -1.7552 3.2434 -1.4863
P -2.2259 1.7323 -0.5806
C -2.8610 0.5956 -1.8565
C -2.4978 0.7434 -3.1929
C -2.8290 -0.2304 -4.1274
C -3.5301 -1.3608 -3.7364
C -3.9076 -1.5137 -2.4067
C -3.5717 -0.5456 -1.4728
C -3.6397 2.1818 0.4705
C -4.9655 2.1548 0.0437
C -5.9828 2.5295 0.9102
C -5.6854 2.9308 2.2061
C -4.3661 2.9636 2.6378
C -3.3467 2.5856 1.7753
C 0.3065 2.9124 1.2695
C 0.0846 4.2924 1.3457
C -0.0645 4.9235 2.5732
C -0.0122 4.1837 3.7440
C 0.2132 2.8167 3.6882
C 0.3967 2.1786 2.4630
P 0.7025 0.3825 2.3190
C -0.1850 -0.2284 3.7973
C 0.4363 -0.8699 4.8623
C -0.3147 -1.3180 5.9421
C -1.6902 -1.1343 5.9650
C -2.3187 -0.4918 4.9060
C -1.5691 -0.0436 3.8284
C 2.4700 0.2038 2.7424
C 3.1391 1.0156 3.6563
C 4.4929 0.8295 3.8958
C 5.1911 -0.1694 3.2275
C 4.5307 -0.9855 2.3200
C 3.1764 -0.7961 2.0805
H -1.0096 -5.4664 -1.6893
H -2.1385 -3.5705 -2.4750
H -1.3740 -1.3756 -2.4704
H 2.5950 -1.8585 -0.9084
H 2.9531 -4.0981 -1.2235
H 0.9918 -1.7476 -4.0098
H 0.9872 -1.5150 -6.4651
H 0.5521 0.6863 -7.5047
H 0.1155 2.6590 -6.0724
H 0.1391 2.4348 -3.6318
H 3.8001 -0.6084 -2.5831
H 5.8218 0.5751 -1.7919
H 5.6353 2.5367 -0.3136
H 3.4174 3.4057 0.3498
H 1.2532 4.6113 -2.2871
H -0.2467 6.2284 -3.3991
H -2.6981 5.9521 -3.2748
H -3.6772 4.0345 -2.0499
H -1.9563 1.6223 -3.5132
H -2.5338 -0.1013 -5.1615
H -3.7883 -2.1194 -4.4644
H -4.4626 -2.3902 -2.0964
H -3.8782 -0.6713 -0.4395
H -5.2080 1.8427 -0.9655
H -7.0111 2.5086 0.5720
H -6.4835 3.2157 2.8798
H -4.1290 3.2780 3.6466
H -2.3150 2.6142 2.1131
H 0.0020 4.8812 0.4402
H -0.2478 5.9899 2.6120
H -0.1521 4.6696 4.7017
H 0.2312 2.2415 4.6069
H 1.5085 -1.0223 4.8492
H 0.1789 -1.8122 6.7698
H -2.2713 -1.4866 6.8076
H -3.3899 -0.3354 4.9211
H -2.0640 0.4927 3.0225
H 2.6122 1.8060 4.1768
H 5.0045 1.4677 4.6053
H 6.2485 -0.3085 3.4154
H 5.0692 -1.7649 1.7945
H 2.6514 -1.4347 1.3821
C 1.6568 -4.6601 3.3288
C 0.9404 -4.1051 2.1248
O 0.5830 -2.9389 2.1134
C 0.7260 -4.9496 0.9073
C 1.5735 -5.9440 0.6155
C 1.6774 -6.6916 -0.6337
C 1.4459 -6.1594 -1.8340
C 0.9996 -4.7328 -2.0511
C -0.4241 -4.5276 0.0609
O -1.4166 -4.1242 0.6339
H 1.4694 -4.0015 4.1735
H 2.7341 -4.6802 3.1454
H 1.3305 -5.6739 3.5604
H 2.2848 -6.2256 1.3864
H 2.0371 -7.7113 -0.5572
H 1.5644 -6.7898 -2.7090
H 0.9026 -4.5706 -3.1229
*
```

Computed properties:
- HOMO: -8.67 eV
- Frontier orbital gap: 6.274 eV
- LUMO level: -0.08818 Ha



C21H47HoOP3S | ωB97M-V/def2-TZVPD

```
! RIJCOSX wB97M-V def2-TZVPD def2/J DEFGRID3
* xyz 3 5
Ho 0.0234 0.0296 0.5380
P -1.8445 2.0526 0.7539
P -2.2215 -1.4828 1.7101
P 1.7754 1.7862 -0.6700
H -1.2015 -3.0341 -0.6173
C -0.2065 -2.5944 -0.7886
C 0.8862 -2.9860 -0.0927
H 0.8458 -3.7287 0.7190
C -2.9826 2.1143 -0.6795
C -3.0582 2.2307 2.1180
C -1.2273 3.7843 0.7617
C -2.0592 -3.3073 1.8632
C -2.6320 -1.1258 3.4690
C -3.9081 -1.4003 0.9777
C 3.2438 0.8172 -1.2009
C 2.6297 3.1945 0.1386
C 1.1181 2.5227 -2.2153
H -0.1675 -2.0278 -1.7296
H 1.9115 -2.6679 -0.3633
H -3.6246 2.9982 -0.5729
H -3.5874 1.1998 -0.7126
H -2.3938 2.1817 -1.6021
H -3.5102 3.2269 2.0156
H -2.5467 2.1653 3.0856
H -3.8376 1.4633 2.0716
H -2.1041 4.4319 0.8995
H -0.7134 4.0232 -0.1744
H -0.5320 3.9205 1.5989
H -3.0464 -3.7762 1.9717
H -1.4431 -3.5476 2.7377
H -1.5657 -3.7346 0.9866
H -3.4966 -1.7227 3.7934
H -2.8709 -0.0644 3.6045
H -1.7758 -1.3808 4.1047
H -4.5688 -2.1498 1.4376
H -3.8410 -1.6073 -0.0983
H -4.3459 -0.4040 1.1111
H 3.6896 1.3400 -2.0565
H 2.9744 -0.2100 -1.4782
H 3.9510 0.7860 -0.3599
H 3.2794 3.6783 -0.6178
H 3.2440 2.8163 0.9636
H 1.9001 3.9140 0.5288
H 1.9833 2.8115 -2.8297
H 0.5016 3.3940 -1.9541
H 0.4935 1.8213 -2.7906
C 1.3416 -1.2044 -5.1818
C 0.7852 -0.6456 -6.3658
C 1.0391 -1.2081 -7.6260
C 1.8371 -2.3535 -7.7530
C 2.3154 -2.9751 -6.5934
C 2.0594 -2.4369 -5.3306
S 1.3628 -0.3241 -3.6876
H 0.2551 -0.5122 -2.8609
H 0.1738 0.2458 -6.2392
H 0.6160 -0.7107 -8.4994
H 2.0721 -2.7402 -8.7467
H 2.9083 -3.8866 -6.7177
H 2.4162 -2.9332 -4.4267
C 0.1071 1.0196 4.8029
C 0.8203 1.2112 3.4751
O 0.7410 -0.0118 2.6316
C 1.1883 -1.2331 3.3730
C 2.5283 -1.0276 4.0427
H -0.9157 0.6632 4.6640
H 0.0477 1.9864 5.3262
H 0.6313 0.3367 5.4750
H 0.3503 2.0156 2.8972
H 1.8748 1.4624 3.6235
H 0.4216 -1.4799 4.1020
H 1.2293 -2.0233 2.6187
H 2.4988 -0.2854 4.8549
H 2.8661 -1.9851 4.4769
H 3.2909 -0.7165 3.3096
*
```

Computed properties:
- HOMO (spin up / spin down): -15.55 / -15.55 eV
- Frontier orbital gap (spin up / spin down): 5.766 / 5.671 eV
- LUMO level (spin up / spin down): -0.35946 / -0.36293 Ha



C19H42BN2O4 | ωB97M-V/def2-TZVPD

```
! RIJCOSX wB97M-V def2-TZVPD def2/J DEFGRID3
* xyz 1 1
C 5.8439 0.9987 -3.3689
C 5.6840 -0.1340 -4.3789
C 4.2406 -0.2832 -4.8640
C 3.3864 -1.1217 -3.9146
C 1.8749 -1.0098 -4.1919
C 1.1247 -0.4867 -2.9680
C -0.3981 -0.2024 -3.1082
C -0.8170 0.0405 -4.5751
B -2.2708 0.6367 -4.7562
O -3.3146 -0.2508 -4.8290
O -2.4627 2.0027 -4.9037
C -0.8023 0.9593 -2.1487
N -1.4105 0.2825 -0.9824
C -2.1666 -0.7532 -1.5482
O -3.3308 -0.9661 -1.3062
C -1.2219 -1.3998 -2.5286
H 6.8369 0.9909 -2.9185
H 5.6977 1.9692 -3.8454
H 5.1197 0.9102 -2.5551
H 6.3490 0.0552 -5.2231
H 6.0160 -1.0719 -3.9239
H 4.2178 -0.7238 -5.8626
H 3.7916 0.7147 -4.9265
H 3.7066 -2.1653 -3.9531
H 3.5887 -0.7852 -2.8912
H 1.4871 -1.9956 -4.4606
H 1.7234 -0.3456 -5.0420
H 1.6314 0.4245 -2.6325
H 1.2676 -1.2253 -2.1734
H -0.7829 -0.9275 -5.0809
H -0.0977 0.6844 -5.0847
H -4.1318 0.0123 -4.3967
H -2.9931 2.4580 -4.2475
H -1.5615 1.6004 -2.6047
H 0.0171 1.6140 -1.8575
H -1.9646 0.9029 -0.4039
H -1.7107 -2.0416 -3.2554
H -0.5618 -2.0107 -1.9086
C -3.7548 0.1752 3.8528
C -2.6242 -0.6369 4.4490
N -1.3272 -0.6086 3.6631
C -1.6011 -1.1403 2.2877
C -0.3416 -1.5805 4.2837
C 0.1484 -1.2958 5.6931
C -0.7458 0.7745 3.4630
C -0.5013 1.6716 4.6612
O -1.7117 1.9699 5.3065
C -1.5544 2.4441 6.6409
H -4.1157 -0.2348 2.9108
H -4.5854 0.1420 4.5570
H -3.4872 1.2208 3.7216
H -2.8963 -1.6924 4.4953
H -2.3978 -0.2977 5.4528
H -2.0746 -2.1148 2.3776
H -0.6608 -1.2236 1.7484
H -2.2541 -0.4572 1.7561
H 0.4985 -1.6321 3.5918
H -0.8547 -2.5409 4.2552
H 0.9783 -0.5947 5.7096
H 0.5198 -2.2338 6.1041
H -0.6332 -0.9376 6.3602
H -1.4237 1.2841 2.7808
H 0.1999 0.6176 2.9422
H -0.0604 2.5840 4.2372
H 0.2316 1.2588 5.3550
H -0.6066 2.9712 6.7665
H -1.6009 1.6156 7.3533
H -2.3685 3.1351 6.8438
*
```

Computed properties:
- HOMO: -11.94 eV
- Frontier orbital gap: 9.578 eV
- LUMO level: -0.08691 Ha



C2H23NO8 | ωB97M-V/def2-TZVPD

```
! RIJCOSX wB97M-V def2-TZVPD def2/J DEFGRID3
* xyz 0 1
C 2.0250 -1.7037 -1.0090
C 2.3092 -0.2142 -1.2943
N 1.1838 0.6826 -0.9558
H 2.3021 -2.2670 -1.9019
H 2.5856 -2.1200 -0.1710
H 0.9793 -1.9392 -0.8105
H 3.1247 0.1399 -0.6669
H 2.4822 -0.0793 -2.3584
H 1.0036 0.6060 0.0372
H 0.3498 0.4221 -1.4705
H -3.0107 2.1579 0.7276
H -2.9559 0.6310 0.3869
O -2.5629 1.5005 0.1902
H -1.0794 -4.2515 -0.4066
H -1.0426 -2.9784 0.5869
O -1.3360 -3.3430 -0.2668
H 0.5301 -1.9493 1.6649
H -0.6328 -1.4952 2.5753
O -0.3273 -2.2028 2.0057
H -2.8600 -1.4775 1.1481
H -2.8266 -1.7596 -0.3655
O -3.2211 -1.1929 0.3106
H 0.5798 0.9729 2.5463
H 2.0140 0.6284 2.5538
O 1.1628 0.2039 2.6591
H 0.7282 2.8104 0.9536
H 1.8707 3.3668 1.8080
O 1.3458 2.5714 1.6833
H -2.0304 1.0910 -1.6266
H -2.0035 1.2426 -3.2042
O -1.4743 1.1125 -2.4173
H -0.5277 2.8933 -0.9071
H 0.9648 2.6827 -1.2462
O 0.3496 3.2572 -0.7588
*
```

Computed properties:
- HOMO: -8.99 eV
- Frontier orbital gap: 9.322 eV
- ΔE to the lowest compared entry with this formula, charge and spin: 0.00 kJ/mol
- LUMO level: 0.01234 Ha
- SMILES string: CCN.O.O.O.O.O.O.O.O



C22H48N2O4 | ωB97M-V/def2-TZVPD

```
! RIJCOSX wB97M-V def2-TZVPD def2/J DEFGRID3
* xyz 0 1
C -0.9027 -1.7577 1.9883
O -1.7726 -1.8200 0.8848
C -1.5423 -0.8191 -0.1110
C -2.8671 -0.6197 -0.8086
C -3.9219 -0.0846 0.1575
C -3.9458 1.4507 0.2110
C -4.8686 2.0752 -0.8323
N -5.9787 2.8062 -0.1969
C -0.3967 -1.2893 -1.0443
N -0.9092 -1.8370 -2.2837
O 0.5018 -0.2344 -1.3735
C 1.2324 0.3094 -0.2777
C 2.7053 0.4837 -0.6176
C 3.4351 -0.8319 -0.2303
C 3.2873 1.6324 0.2280
C 3.4885 2.9817 -0.5073
C 3.1445 4.1164 0.4884
C 2.6088 3.1551 -1.7491
H -0.7591 -0.7363 2.3344
H -1.3340 -2.3070 2.8149
H 0.0646 -2.2086 1.7629
H -1.3044 0.1224 0.3864
H -2.7037 0.1045 -1.6039
H -3.2277 -1.5567 -1.1989
H -4.8777 -0.3996 -0.2502
H -3.8379 -0.5319 1.1394
H -2.9294 1.8129 0.0764
H -4.2598 1.7519 1.2048
H -4.2833 2.7173 -1.4915
H -5.3044 1.2900 -1.4440
H -6.2723 3.5548 -0.8122
H -5.6662 3.2133 0.6751
H 0.1275 -2.0995 -0.5425
H -1.1281 -1.0487 -2.8850
H -0.1535 -2.3521 -2.7217
H 1.1777 -0.3887 0.5537
H 0.7733 1.2273 0.0842
H 2.8737 0.6058 -1.6789
H 3.7232 -0.8205 0.8119
H 4.3214 -0.9177 -0.8473
H 2.7982 -1.6777 -0.4748
H 4.2461 1.3198 0.6155
H 2.6230 1.8052 1.0667
H 4.5390 3.0991 -0.7386
H 2.0800 4.3138 0.3916
H 3.6497 5.0449 0.2458
H 3.3027 3.8206 1.5180
H 2.3856 4.2072 -1.8756
H 3.1689 2.8792 -2.6352
H 1.6825 2.6005 -1.6948
C -5.6354 -3.7219 -1.4020
C -5.9672 -3.0391 -2.7240
C -6.7316 -4.1364 -3.4520
O -7.3950 -4.9048 -2.4452
C -6.8872 -4.5509 -1.1559
H -5.4190 -3.0284 -0.5901
H -4.7696 -4.3763 -1.5266
H -6.6179 -2.1788 -2.5475
H -5.0918 -2.6961 -3.2739
H -6.0508 -4.7972 -3.9997
H -7.4721 -3.7469 -4.1514
H -7.6520 -3.9677 -0.6313
H -6.6920 -5.4583 -0.5837
C 7.1400 1.0021 4.2820
C 8.2690 0.9841 3.2566
C 7.5583 0.4432 2.0243
O 6.1997 0.8834 2.1152
C 5.9503 1.4062 3.4235
H 7.3110 1.6845 5.1129
H 6.9882 -0.0001 4.6891
H 8.6226 2.0010 3.0720
H 9.1223 0.3759 3.5522
H 7.5674 -0.6518 2.0080
H 7.9904 0.8065 1.0914
H 5.8646 2.4959 3.3506
H 5.0043 1.0091 3.7935
*
```

Computed properties:
- HOMO: -9.20 eV
- Frontier orbital gap: 9.905 eV
- LUMO level: 0.02586 Ha
- SMILES string: CO[C@H](CCCCN)[C@@H](N)OC[C@H](C)CC(C)C.C1CCOC1.C1CCOC1



C4H4N2O2 | ωB97M-V/def2-TZVPD

```
! RIJCOSX wB97M-V def2-TZVPD def2/J DEFGRID3
* xyz 0 1
N 1.6732 -0.3656 0.5254
C 0.8500 0.0947 1.3699
C -0.5082 0.2073 -0.5605
C -1.4542 -0.6479 -0.1128
O -0.6706 1.5431 -0.6938
C 0.8399 -0.3141 -1.0855
O 0.4274 0.5503 2.3503
N 1.3629 -0.5408 -2.1217
H -1.5397 1.8072 -0.3594
H 2.6900 -0.3176 0.5210
H -1.2262 -1.7001 -0.0129
H -2.4445 -0.3164 0.1801
*
```

Computed properties:
- HOMO: -8.84 eV
- Frontier orbital gap: 8.374 eV
- ΔE to the lowest compared entry with this formula, charge and spin: 422.79 kJ/mol
- LUMO level: -0.01694 Ha